C13H31BI2NO3P | ωB97M-V/def2-TZVPD

Calculated values
HOMO level, eV: -8.04
M, g/mol: 544.99
HOMO-LUMO gap, Eh: 0.274
E, eV: -47779.72986

```
52
Properties=species:S:1:pos:R:3:forces:R:3:nbo_charge:R:1
C 0.733 5.279 2.618 0.4010 -0.4368 -0.3333 -0.646
C 2.169 4.587 2.138 -0.1994 -0.0721 -0.2490 -0.412
C 2.250 4.544 0.468 -0.6433 0.5750 1.3748 -0.422
C 1.010 3.602 -0.046 -1.0054 0.7596 -0.1656 -0.694
P 1.434 2.583 -1.651 1.3859 0.3089 1.5833 0.449
B -0.224 2.593 -2.635 -2.7428 -0.8173 -0.8785 0.840
N -0.121 2.625 -4.177 -1.6719 1.8527 2.3892 -1.109
O -1.532 2.600 -1.917 2.0629 -1.7554 -1.7342 -0.963
C 1.917 0.834 -1.055 -0.0233 -4.4869 -2.0009 -0.479
I 2.417 0.540 1.100 -0.4496 0.5603 -1.5943 0.136
C 2.027 -0.391 -1.900 -0.5185 4.2378 0.9612 -0.177
C 1.729 -0.327 -3.510 -0.8733 -1.0884 0.5227 -0.692
I 2.634 -2.367 -1.098 -0.5560 1.6687 -0.8450 0.141
H 0.013 4.395 2.925 1.3565 2.0277 -0.3942 0.213
H 0.941 6.021 3.524 -0.7539 -1.6455 -2.0410 0.225
H 0.217 5.824 1.697 1.1699 -0.9118 2.1245 0.209
H 2.152 3.485 2.557 0.3236 2.1873 -0.9266 0.207
H 3.101 5.159 2.602 -2.0312 -1.1878 -1.0847 0.213
H 3.309 4.231 0.081 -2.1356 0.4016 0.7410 0.228
H 2.024 5.664 0.128 0.6648 -2.4534 0.5095 0.208
H 0.519 2.934 0.793 1.2126 1.3462 -1.5984 0.239
H 0.146 4.348 -0.396 1.7292 -1.7372 0.6794 0.246
H 0.172 3.616 -4.422 0.1221 -1.6798 0.1050 0.401
H -1.103 2.560 -4.549 1.1794 0.0432 0.3869 0.383
H -1.866 1.661 -1.782 0.5255 1.6202 0.0800 0.521
H 1.992 0.689 -4.027 -0.1995 -1.9430 1.2331 0.259
H 2.249 -1.269 -3.996 -0.9133 2.2135 0.8385 0.243
H 0.559 -0.486 -3.684 2.4640 0.3296 0.4659 0.232
C -2.313 0.846 2.871 -0.3049 0.2166 0.0862 -0.630
C -2.281 -0.278 1.847 0.5710 0.1411 0.3091 0.096
C -1.321 -1.381 2.265 -0.0161 -0.3540 -0.0423 -0.634
O -1.878 0.245 0.584 0.0091 0.1354 -0.3986 -0.733
H -1.324 1.307 2.977 0.0198 -0.1687 0.0169 0.199
H -2.998 1.638 2.551 0.0377 -0.1623 0.0471 0.218
H -2.635 0.479 3.850 0.0623 0.0685 -0.0782 0.210
H -3.287 -0.693 1.724 0.1398 0.1273 -0.1996 0.176
H -0.298 -0.999 2.350 -0.1305 0.0731 0.0651 0.205
H -1.299 -2.177 1.513 -0.0697 0.0934 0.1095 0.219
H -1.614 -1.815 3.226 0.0548 0.0303 -0.0820 0.208
H -0.985 0.615 0.684 -0.2697 -0.1765 0.0201 0.465
C -1.180 -5.080 0.148 -0.2916 0.1915 0.1181 -0.633
C -1.148 -6.204 -0.875 0.6100 0.2243 0.2277 0.094
C -0.189 -7.307 -0.457 -0.0502 -0.3732 -0.0423 -0.629
O -0.745 -5.681 -2.139 0.0059 0.0459 -0.2278 -0.719
H -0.191 -4.619 0.255 -0.0008 -0.1443 0.0164 0.201
H -1.865 -4.288 -0.172 0.0427 -0.1579 0.0386 0.219
H -1.502 -5.447 1.128 0.0538 0.0690 -0.0633 0.208
H -2.154 -6.618 -0.998 0.1481 0.1159 -0.1990 0.175
H 0.835 -6.925 -0.372 -0.1157 0.0839 0.0905 0.197
H -0.167 -8.103 -1.209 -0.0808 0.1066 0.1225 0.218
H -0.481 -7.741 0.504 0.0798 0.0299 -0.0831 0.209
H 0.148 -5.311 -2.039 -0.3849 -0.1324 -0.0006 0.460
```
Forces are in eV/Å.



C3H6O2 | ωB97M-V/def2-TZVPD

Calculated values
HOMO level, eV: -8.00
M, g/mol: 74.08
Relative energy (zero: lowest compared OMol25 entry of this formula, charge and spin), kcal per mole: 93.1
SMILES: O[C@@H]1C[C@@H]1O
HOMO-LUMO gap, Eh: 0.321
E, eV: -7299.63913

```
11
Properties=species:S:1:pos:R:3:forces:R:3:nbo_charge:R:1
O -1.514 -0.475 0.197 -0.2322 0.1114 0.0923 -0.718
C -0.570 0.472 -0.252 -0.0571 0.3583 0.0687 0.018
C 0.615 0.635 0.601 -0.5189 0.1021 0.7297 -0.513
C 0.549 -0.211 -0.988 0.4113 0.3563 1.0539 0.032
O 0.544 -1.570 -0.892 0.0518 -0.1170 0.2773 -0.685
H -1.720 -0.250 1.114 -0.0130 -0.1267 -0.2315 0.487
H -1.025 1.355 -0.696 0.0337 -0.0767 0.0437 0.186
H 0.809 -0.063 1.401 -0.2121 0.0004 0.1197 0.223
H 1.072 1.624 0.660 0.0714 -0.4062 -0.1577 0.222
H 1.515 0.290 -0.731 0.2780 -0.1292 -1.7838 0.261
H -0.275 -1.807 -0.414 0.1872 -0.0726 -0.2123 0.488
```
Forces are in eV/Å.



CH4NO2 | ωB97M-V/def2-TZVPD

Calculated values
HOMO level (spin up / spin down), eV: -3.05 / -1.74
M, g/mol: 62.05
Relative energy (zero: lowest compared OMol25 entry of this formula, charge and spin), kcal per mole: 125.3
HOMO-LUMO gap (spin up / spin down), Eh: 0.288 / 0.240
Net charge: -1
E, eV: -6683.06094

```
8
Properties=species:S:1:pos:R:3:forces:R:3:nbo_charge:R:1
C 1.153 -0.167 -0.272 -1.4789 3.8961 3.1069 0.024
N -1.505 -0.568 -0.109 0.1455 0.7096 -1.6209 -0.509
O -1.552 0.847 0.030 0.7810 -1.4016 0.5628 -0.658
O 0.894 1.104 0.069 0.9201 -3.1359 -0.9209 -0.762
H 1.319 -0.473 -1.231 0.0178 -0.4262 -3.0231 0.101
H 1.636 -0.802 0.435 0.0973 -0.6141 1.0367 0.086
H -1.404 -0.903 0.826 0.1787 -0.2989 1.2635 0.247
H -0.541 0.962 0.251 -0.6616 1.2710 -0.4050 0.471
```
Forces are in eV/Å.



C4H2F2O | ωB97M-V/def2-TZVPD

Calculated values
HOMO level, eV: -8.41
M, g/mol: 104.05
Relative energy (zero: lowest compared OMol25 entry of this formula, charge and spin), kcal per mole: 29.1
SMILES: Fc1ccoc1F
HOMO-LUMO gap, Eh: 0.343
E, eV: -11660.28289

```
9
Properties=species:S:1:pos:R:3:forces:R:3:nbo_charge:R:1
C 0.452 -0.388 -0.877 2.4223 -0.8499 0.0130 -0.366
C 1.185 -0.407 0.314 -1.3794 0.3914 -0.9081 0.079
C -0.782 0.129 -0.580 -0.2747 1.9063 5.4394 0.246
C -0.774 0.460 0.905 0.5969 -1.6799 -6.2831 0.549
O 0.459 0.079 1.357 -2.4750 0.6968 0.3677 -0.399
F -1.662 0.534 -1.470 -0.7983 -0.1657 -0.1527 -0.295
F -1.831 0.851 1.599 1.2968 -0.2038 0.6222 -0.277
H 0.776 -0.712 -1.898 -0.1879 0.4348 1.3417 0.251
H 2.178 -0.545 0.650 0.7994 -0.5300 -0.4402 0.212
```
Forces are in eV/Å.